[1]
{
  "formula": "C32H40AsO4PtS2SbSi",
  "method": "ωB97M-V/def2-TZVPD",
  "symbols": ["Pt", "S", "C", "C", "C", "C", "C", "C", "As", "C", "C", "C", "C", "C", "C", "C", "C", "C", "C", "C", "C", "H", "H", "H", "H", "H", "H", "H", "H", "H", "H", "H", "H", "H", "H", "C", "Si", "C", "C", "C", "C", "C", "C", "C", "H", "H", "H", "H", "H", "H", "H", "H", "H", "H", "H", "C", "C", "Sb", "C", "C", "C", "C", "H", "H", "H", "H", "H", "H", "H", "H", "H", "H", "H", "H", "H", "H", "H", "O", "S", "O", "O", "O"],
  "coordinates": [[0.796, -0.762, -1.243], [3.102, -0.522, -1.044], [3.544, -0.780, 0.632], [4.921, -0.910, 0.897], [5.397, -1.111, 2.176], [4.517, -1.187, 3.253], [3.160, -1.057, 3.012], [2.663, -0.858, 1.725], [0.758, -0.639, 1.372], [0.592, 1.247, 1.865], [1.580, 1.957, 2.538], [1.389, 3.294, 2.863], [0.217, 3.941, 2.504], [-0.768, 3.244, 1.817], [-0.579, 1.907, 1.504], [0.064, -1.393, 3.070], [-0.030, -2.785, 3.111], [-0.556, -3.429, 4.220], [-1.016, -2.687, 5.302], [-0.941, -1.302, 5.265], [-0.404, -0.659, 4.155], [5.608, -0.862, 0.061], [6.464, -1.218, 2.338], [4.884, -1.350, 4.260], [2.462, -1.112, 3.841], [2.508, 1.465, 2.803], [2.173, 3.839, 3.376], [0.082, 4.991, 2.732], [-1.676, 3.748, 1.504], [-1.334, 1.371, 0.949], [0.305, -3.363, 2.254], [-0.619, -4.510, 4.236], [-1.437, -3.187, 6.167], [-1.303, -0.716, 6.103], [-0.347, 0.424, 4.138], [2.379, 1.195, -3.717], [0.848, 1.085, -2.599], [-0.528, 1.156, -3.910], [0.825, 2.811, -1.771], [1.903, 3.213, -0.973], [1.975, 4.489, -0.434], [0.959, 5.407, -0.671], [-0.128, 5.029, -1.445], [-0.188, 3.749, -1.984], [2.292, 2.054, -4.391], [2.423, 0.279, -4.312], [3.313, 1.281, -3.163], [-0.408, 2.022, -4.571], [-1.538, 1.175, -3.500], [-0.429, 0.247, -4.508], [2.694, 2.498, -0.766], [2.821, 4.766, 0.185], [1.010, 6.403, -0.246], [-0.933, 5.733, -1.631], [-1.039, 3.480, -2.600], [-3.035, 1.465, -1.294], [-3.088, 0.042, -0.752], [-1.650, -1.420, -1.555], [-2.648, -1.584, -3.447], [-3.671, -2.706, -3.561], [-2.183, -2.818, -0.019], [-3.283, -3.822, -0.324], [-3.745, 2.128, -0.786], [-3.272, 1.493, -2.360], [-2.039, 1.895, -1.176], [-4.079, -0.394, -0.922], [-2.937, 0.032, 0.330], [-1.832, -1.734, -4.153], [-3.102, -0.607, -3.641], [-3.189, -3.657, -3.346], [-4.080, -2.748, -4.577], [-4.510, -2.569, -2.874], [-2.429, -2.212, 0.861], [-1.232, -3.321, 0.154], [-4.242, -3.338, -0.533], [-3.434, -4.493, 0.528], [-2.995, -4.424, -1.184], [0.930, -2.721, -3.469], [0.482, -3.681, -2.450], [1.031, -5.016, -2.673], [0.838, -3.174, -1.067], [-1.035, -3.714, -2.457]],
  "atomic_forces_ev_per_a": [[0.1, 0.1, -0.1], [0.1, 0.1, 0.1], [0.0, 0.0, 0.0], [0.0, 0.0, 0.1], [0.0, 0.0, 0.0], [0.0, 0.0, 0.0], [-0.1, 0.0, 0.0], [0.1, 0.0, -0.1], [0.1, 0.0, 0.2], [0.0, 0.0, 0.0], [0.0, 0.0, 0.0], [0.0, 0.0, 0.0], [0.0, 0.0, 0.0], [0.0, 0.0, 0.0], [0.1, 0.1, 0.0], [0.0, -0.1, -0.1], [0.0, 0.0, 0.0], [0.0, 0.0, 0.0], [0.0, 0.0, 0.0], [0.0, 0.0, 0.0], [0.0, 0.0, 0.0], [0.0, 0.0, 0.0], [0.0, 0.0, 0.0], [0.0, 0.0, 0.0], [0.0, 0.0, 0.0], [0.0, 0.0, 0.0], [0.0, 0.0, 0.0], [0.0, 0.0, 0.0], [0.0, 0.0, 0.0], [-0.1, 0.0, -0.1], [0.0, 0.0, 0.0], [0.0, 0.0, 0.0], [0.0, 0.0, 0.0], [0.0, 0.0, 0.0], [0.0, 0.0, 0.0], [0.0, -0.1, 0.0], [-0.1, 0.0, -0.2], [0.0, 0.0, 0.1], [0.0, 0.0, 0.0], [0.0, 0.0, 0.1], [0.0, 0.0, 0.0], [0.0, 0.0, 0.0], [0.0, 0.0, 0.0], [0.1, 0.0, -0.1], [0.0, 0.0, 0.0], [0.0, 0.0, 0.0], [0.0, 0.0, 0.0], [0.0, 0.0, 0.0], [0.1, 0.0, 0.0], [0.0, 0.0, 0.0], [0.0, 0.0, 0.0], [0.0, 0.0, 0.0], [0.0, 0.0, 0.0], [0.0, 0.0, 0.0], [0.0, 0.0, 0.0], [0.0, -0.1, 0.1], [0.0, -0.1, -0.1], [-0.4, -0.1, -0.1], [0.0, 0.1, 0.0], [0.0, 0.1, 0.0], [0.0, 0.1, 0.0], [0.0, 0.0, 0.0], [0.0, 0.0, 0.0], [0.0, 0.0, 0.0], [0.0, 0.0, 0.0], [0.0, 0.0, 0.0], [0.0, 0.0, 0.1], [0.0, 0.0, 0.0], [0.0, 0.0, 0.0], [0.0, 0.0, 0.0], [0.0, 0.0, 0.0], [0.0, 0.0, 0.0], [0.0, 0.0, 0.0], [0.0, 0.0, 0.0], [0.0, 0.0, 0.0], [0.0, 0.0, 0.0], [0.0, 0.0, 0.0], [-0.1, 0.0, 0.0], [0.0, -0.2, -0.3], [-0.2, 0.0, 0.3], [0.3, 0.2, 0.1], [0.1, 0.2, 0.0]],
  "de_lowest_kcal_mol": 14.4,
  "e_lumo_ev": 4.3,
  "charge": -2,
  "homo_lumo_gap_ev": 5.86
}

[2]
{
  "formula": "C32H40BrN4O4S5Ti",
  "method": "ωB97M-V/def2-TZVPD",
  "symbols": ["Ti", "C", "C", "S", "C", "C", "S", "C", "C", "S", "C", "C", "S", "H", "H", "H", "H", "H", "H", "H", "H", "H", "H", "H", "H", "H", "H", "H", "H", "O", "S", "O", "N", "C", "C", "C", "C", "C", "C", "C", "C", "N", "C", "C", "C", "C", "C", "C", "C", "H", "H", "H", "H", "H", "H", "H", "H", "H", "H", "H", "Br", "C", "C", "C", "C", "C", "C", "C", "O", "O", "H", "H", "H", "H", "N", "C", "C", "N", "H", "H", "H", "H", "H", "H", "H", "H", "H"],
  "coordinates": [[-0.586, -0.520, -0.176], [3.346, -0.252, -1.212], [2.631, 0.166, -2.490], [0.814, 0.383, -2.480], [0.574, 2.169, -2.478], [0.595, 2.871, -1.123], [0.407, 1.768, 0.302], [-0.431, 2.803, 1.522], [0.233, 2.666, 2.907], [1.190, 1.163, 3.234], [2.824, 1.528, 2.502], [3.288, 0.457, 1.499], [3.708, 1.160, -0.130], [4.284, -0.732, -1.490], [2.761, -0.985, -0.657], [2.791, -0.603, -3.247], [3.033, 1.099, -2.884], [-0.397, 2.308, -2.953], [1.329, 2.597, -3.138], [-0.214, 3.599, -1.073], [1.549, 3.373, -0.964], [-1.490, 2.550, 1.512], [-0.315, 3.825, 1.167], [-0.531, 2.685, 3.683], [0.899, 3.508, 3.089], [3.524, 1.601, 3.331], [2.762, 2.508, 2.030], [2.494, -0.272, 1.334], [4.161, -0.074, 1.876], [-4.435, 0.833, -1.454], [-2.973, 1.537, -1.334], [-3.105, 2.703, -0.451], [-2.304, 0.183, 0.172], [-3.049, -0.528, 1.112], [-4.403, -0.518, 1.359], [-4.982, -1.360, 2.341], [-4.235, -2.217, 3.093], [-2.831, -2.248, 2.894], [-1.958, -3.091, 3.608], [-0.609, -3.064, 3.350], [-0.131, -2.208, 2.361], [-0.924, -1.410, 1.659], [-2.264, -1.403, 1.926], [-3.183, 2.431, -2.990], [-2.643, 1.886, -4.142], [-2.803, 2.533, -5.365], [-3.497, 3.730, -5.425], [-4.027, 4.284, -4.263], [-3.870, 3.639, -3.046], [-5.038, 0.150, 0.795], [-6.053, -1.315, 2.489], [-4.685, -2.860, 3.837], [-2.363, -3.761, 4.357], [0.085, -3.698, 3.882], [0.927, -2.177, 2.125], [-2.063, 0.963, -4.121], [-2.378, 2.105, -6.265], [-3.620, 4.237, -6.373], [-4.562, 5.224, -4.310], [-4.274, 4.064, -2.136], [-3.038, -7.956, -0.728], [-1.844, -6.503, -0.632], [-0.499, -6.701, -0.912], [0.371, -5.626, -0.845], [-0.100, -4.354, -0.528], [-1.449, -4.179, -0.247], [-2.326, -5.250, -0.282], [0.896, -3.248, -0.471], [2.075, -3.455, -0.309], [0.438, -2.001, -0.610], [-0.137, -7.687, -1.170], [1.426, -5.762, -1.036], [-1.834, -3.202, 0.022], [-3.371, -5.120, -0.035], [-4.570, -1.924, -2.742], [-3.541, -2.146, -3.772], [-2.172, -2.349, -3.134], [-1.917, -1.317, -2.124], [-5.480, -1.821, -3.176], [-4.404, -0.054, -1.879], [-4.640, -2.735, -2.133], [-3.520, -1.254, -4.403], [-3.763, -3.002, -4.416], [-1.401, -2.311, -3.904], [-2.104, -3.331, -2.660], [-1.888, -0.410, -2.586], [-2.747, -1.288, -1.539]],
  "atomic_forces_ev_per_a": [[-2.3, 2.2, -1.6], [-0.1, 0.1, 0.1], [0.0, -0.2, -0.1], [0.0, 0.0, 0.3], [-0.1, 0.0, 0.0], [0.0, 0.2, 0.0], [0.2, -0.4, -0.1], [0.0, -0.1, 0.1], [0.1, 0.0, -0.1], [-0.1, -0.2, 0.1], [0.0, 0.0, -0.1], [0.0, 0.0, -0.1], [-0.1, 0.1, 0.0], [0.0, 0.0, 0.0], [0.0, 0.0, -0.1], [0.0, 0.0, 0.0], [0.0, 0.0, 0.0], [0.0, 0.0, 0.0], [-0.1, 0.0, 0.0], [0.0, 0.0, 0.0], [0.0, 0.0, 0.0], [0.0, 0.0, 0.0], [-0.1, 0.0, 0.0], [0.0, 0.0, 0.0], [0.0, 0.0, 0.0], [0.1, 0.0, 0.0], [0.0, 0.0, 0.0], [0.0, 0.0, 0.0], [0.0, 0.0, 0.1], [-0.2, -0.1, 0.6], [0.2, 2.6, -4.3], [0.0, -0.8, 0.7], [1.7, -2.8, 2.2], [0.7, -0.2, 0.2], [-0.2, 0.3, -0.1], [0.0, 0.1, -0.1], [0.1, 0.0, 0.0], [0.1, -0.1, 0.2], [-0.1, 0.0, 0.0], [0.0, 0.1, 0.0], [0.1, 0.1, 0.0], [-0.1, -0.3, 0.5], [-0.3, -0.1, 0.2], [-0.3, 0.0, 0.8], [0.0, 0.0, -0.1], [0.0, 0.0, 0.0], [0.0, 0.0, 0.0], [0.0, 0.0, 0.0], [0.0, 0.0, -0.2], [0.0, 0.0, 0.0], [0.0, 0.0, 0.0], [0.0, 0.0, 0.0], [0.0, 0.0, 0.0], [0.0, 0.0, 0.0], [0.0, 0.0, 0.0], [-0.1, 0.0, 0.1], [0.0, 0.0, 0.0], [0.0, 0.0, 0.0], [0.0, 0.0, 0.0], [0.0, 0.0, 0.0], [0.0, -0.1, 0.0], [0.0, 0.1, 0.0], [0.0, 0.0, 0.0], [-0.1, 0.0, 0.0], [0.0, -0.1, -0.1], [0.0, 0.1, 0.0], [0.1, 0.0, 0.0], [0.2, 0.4, 0.1], [0.1, 0.0, 0.0], [0.4, -1.0, 0.5], [0.0, 0.0, 0.0], [0.0, 0.0, 0.0], [0.0, 0.0, 0.0], [0.0, 0.0, 0.0], [0.1, 0.0, 0.1], [-0.1, 0.0, -0.1], [0.3, -0.1, 0.0], [0.2, 0.3, 0.6], [0.0, 0.1, 0.0], [0.1, -0.1, 0.0], [0.0, 0.0, 0.0], [0.0, 0.0, 0.0], [0.0, 0.0, 0.0], [0.0, 0.0, 0.0], [0.0, 0.0, 0.0], [-0.2, 0.0, 0.0], [-0.1, 0.1, -0.1]],
  "de_lowest_kcal_mol": 62.6,
  "e_lumo_ev": [-3.9, -3.9],
  "charge": 1,
  "homo_lumo_gap_ev": [6.16, 6.16]
}

[3]
{
  "formula": "C32H40F9GaN6PS2",
  "method": "ωB97M-V/def2-TZVPD",
  "symbols": ["C", "C", "N", "Ga", "C", "C", "C", "C", "F", "F", "C", "F", "F", "S", "F", "F", "F", "F", "F", "P", "S", "H", "H", "H", "H", "H", "H", "H", "H", "H", "H", "H", "H", "H", "H", "H", "N", "C", "C", "C", "C", "C", "H", "H", "H", "H", "H", "N", "C", "C", "C", "C", "C", "H", "H", "H", "H", "H", "N", "C", "C", "C", "C", "C", "H", "H", "H", "H", "H", "N", "C", "C", "C", "C", "C", "H", "H", "H", "H", "H", "N", "C", "C", "C", "C", "C", "H", "H", "H", "H", "H"],
  "coordinates": [[5.156, 0.863, 1.557], [4.685, 1.756, 0.404], [5.415, 1.612, -0.849], [5.673, -0.108, -1.659], [6.606, 0.177, -3.426], [3.972, -1.137, -1.923], [3.110, -1.391, -0.680], [1.656, -1.774, -0.929], [1.343, -1.944, -2.237], [1.354, -2.966, -0.324], [0.576, -0.821, -0.299], [-0.612, -1.447, -0.263], [0.922, -0.534, 0.957], [0.226, 0.830, -1.200], [-0.473, 0.024, -2.378], [-1.182, 0.962, -0.444], [0.884, 1.706, -0.054], [1.607, 0.795, -1.963], [-0.137, 2.173, -1.972], [7.134, -1.552, -0.354], [6.303, -3.184, 0.461], [4.871, -0.186, 1.427], [6.246, 0.907, 1.633], [4.741, 1.201, 2.515], [3.622, 1.570, 0.205], [4.735, 2.800, 0.746], [6.273, 2.148, -0.793], [7.694, 0.257, -3.353], [6.361, -0.623, -4.132], [6.223, 1.116, -3.842], [3.416, -0.642, -2.722], [4.279, -2.110, -2.324], [3.116, -0.544, 0.008], [3.550, -2.231, -0.134], [7.830, -0.809, 0.628], [8.261, -1.904, -1.131], [-6.001, 0.038, 1.959], [-5.121, 0.927, 1.501], [-3.814, 0.609, 1.168], [-3.380, -0.697, 1.329], [-4.281, -1.633, 1.814], [-5.571, -1.214, 2.108], [-5.480, 1.944, 1.385], [-3.151, 1.375, 0.792], [-2.363, -0.964, 1.083], [-3.995, -2.665, 1.961], [-6.305, -1.922, 2.476], [-7.710, 5.046, -1.319], [-6.784, 5.915, -1.719], [-5.462, 5.574, -1.963], [-5.076, 4.256, -1.782], [-6.029, 3.339, -1.365], [-7.325, 3.782, -1.147], [-7.119, 6.939, -1.850], [-4.753, 6.326, -2.283], [-4.053, 3.950, -1.959], [-5.772, 2.300, -1.208], [-8.092, 3.090, -0.817], [-9.165, -3.937, 4.765], [-8.363, -3.027, 4.215], [-8.650, -1.670, 4.171], [-9.840, -1.236, 4.733], [-10.686, -2.170, 5.308], [-10.304, -3.503, 5.299], [-7.441, -3.410, 3.789], [-7.964, -0.969, 3.712], [-10.102, -0.186, 4.720], [-11.626, -1.876, 5.757], [-10.941, -4.261, 5.742], [-0.884, 6.392, -2.457], [-0.695, 7.390, -3.317], [-0.077, 7.237, -4.549], [0.371, 5.976, -4.910], [0.183, 4.927, -4.026], [-0.447, 5.185, -2.817], [-1.055, 8.364, -3.002], [0.049, 8.087, -5.205], [0.863, 5.814, -5.861], [0.521, 3.926, -4.257], [-0.602, 4.389, -2.097], [8.384, -5.960, 1.458], [8.638, -6.872, 0.527], [8.413, -8.231, 0.703], [7.893, -8.662, 1.913], [7.615, -7.718, 2.889], [7.877, -6.382, 2.610], [9.031, -6.495, -0.411], [8.636, -8.929, -0.093], [7.701, -9.713, 2.090], [7.199, -8.004, 3.845], [7.658, -5.611, 3.341]],
  "atomic_forces_ev_per_a": [[0.0, 0.1, 0.1], [0.0, 0.1, -0.1], [0.0, -0.1, 0.2], [0.0, 0.3, -0.5], [-0.1, 0.1, 0.1], [0.0, -0.3, 0.1], [0.1, 0.0, -0.1], [-0.1, 0.0, 0.0], [0.0, 0.0, 0.0], [0.1, -0.1, 0.0], [0.0, 0.0, -0.1], [0.1, -0.1, -0.1], [-0.1, 0.0, 0.1], [0.1, 0.0, 0.0], [0.0, 0.1, 0.1], [0.0, -0.1, 0.0], [0.1, 0.0, -0.1], [-0.1, 0.0, 0.0], [0.1, -0.1, 0.0], [-0.3, -0.2, 0.2], [0.0, 0.1, 0.0], [0.1, 0.0, -0.1], [-0.1, 0.0, 0.0], [0.0, -0.1, -0.1], [0.0, 0.0, 0.1], [0.0, 0.0, -0.1], [0.0, 0.0, -0.1], [0.0, 0.0, 0.0], [0.1, 0.0, 0.0], [0.1, -0.1, 0.0], [0.0, 0.1, 0.1], [-0.1, 0.1, 0.0], [0.0, 0.0, -0.1], [0.0, 0.1, 0.1], [0.1, 0.0, 0.0], [0.1, 0.0, 0.0], [0.0, 0.0, 0.1], [-0.1, 0.0, 0.0], [0.0, 0.1, 0.0], [-0.1, 0.0, 0.1], [0.0, 0.1, 0.0], [0.0, 0.0, 0.0], [0.0, 0.0, 0.0], [0.0, 0.0, 0.0], [0.0, -0.1, 0.0], [0.0, 0.0, 0.0], [0.0, 0.0, 0.0], [0.0, 0.0, 0.0], [0.0, 0.0, 0.0], [0.0, 0.0, 0.0], [0.0, 0.0, 0.0], [0.1, 0.0, 0.0], [0.0, 0.0, 0.0], [0.0, 0.0, 0.0], [0.0, 0.0, 0.0], [0.0, 0.0, 0.0], [0.0, 0.0, 0.0], [0.0, 0.0, 0.0], [0.0, 0.0, 0.0], [0.0, 0.0, 0.0], [0.0, 0.0, 0.0], [0.0, 0.0, 0.0], [0.0, 0.0, 0.0], [0.0, 0.0, 0.0], [0.0, 0.0, 0.0], [0.0, 0.0, 0.0], [0.0, 0.0, 0.0], [0.0, 0.0, 0.0], [0.0, 0.0, 0.0], [0.0, 0.0, 0.0], [0.0, 0.0, 0.0], [0.0, 0.0, 0.0], [0.0, 0.0, 0.0], [0.0, -0.1, 0.0], [0.0, 0.1, 0.1], [0.0, 0.0, 0.0], [0.0, 0.0, 0.0], [0.0, 0.0, 0.0], [0.0, 0.0, 0.0], [0.0, 0.1, -0.1], [0.2, -0.1, 0.0], [0.0, 0.0, 0.0], [0.0, 0.0, 0.0], [0.0, 0.0, 0.0], [0.0, 0.0, 0.0], [0.0, 0.0, 0.0], [0.0, 0.0, 0.0], [0.0, 0.0, 0.0], [0.0, 0.0, 0.0], [0.0, 0.0, 0.0], [0.0, 0.0, 0.0]],
  "e_lumo_ev": 2.0,
  "charge": -1,
  "homo_lumo_gap_ev": 6.28
}

| no. | E (Eh) |
| --- | --- |
| 1 | -5225.680823 |
| 2 | -7177.622106 |
| 3 | -5533.203613 |